Entry 1:
Molecular formula: C5H15NO
Method: DFT, wB97M-V/def2-TZVPD

The HOMO energy is -9.0 eV. For the HOMO-LUMO gap, the calculation gives 9.8351 eV. The charge is 0. As for the structure (SMILES): CCN(C)CC.O. The calculation puts the LUMO energy at 0.03030 hartree.

Geometry as XYZ:
```
22
Properties=species:S:1:pos:R:3:forces:R:3
N 1.034875 1.579257 -1.651563 -1.95 -1.09 -0.68
C 0.849026 2.831245 -2.330505 -0.34 1.16 -0.22
C 0.000000 0.000000 0.000000 -0.91 0.83 -0.99
C 2.617200 0.339252 -2.954072 0.35 -0.08 -1.50
C -0.237799 1.276906 -0.966067 1.42 -0.55 3.16
C 1.138118 0.571403 -2.707790 1.51 -1.33 1.01
H 1.673430 3.113755 -3.006630 -0.16 -0.28 0.39
H 0.693965 3.647201 -1.604710 0.13 -0.26 -0.28
H -0.070634 2.712107 -2.927703 0.06 0.63 -0.22
H -0.045469 -0.939086 -0.576762 -0.02 0.32 0.35
H -0.812275 -0.005735 0.746179 0.31 -0.16 -0.26
H 0.965680 0.040045 0.531476 -0.40 0.28 -0.40
H 3.160197 1.264235 -3.211325 -0.16 -0.35 0.18
H 2.653861 -0.342680 -3.820234 0.51 0.12 0.18
H 3.128022 -0.143769 -2.104159 -0.43 0.32 -0.27
H -1.157593 1.196967 -1.576836 0.53 -0.15 -0.17
H -0.377247 2.114372 -0.255680 -0.28 -0.22 -0.38
H 0.855277 -0.431607 -2.334385 -0.55 0.69 -0.05
H 0.520037 0.784597 -3.601075 0.35 0.13 0.21
O 4.669075 3.162643 -4.195565 0.03 -0.23 -1.21
H 4.085137 2.557668 -4.706726 0.67 0.64 0.48
H 5.304223 3.514254 -4.859808 -0.70 -0.39 0.69
```
Positions in Å, forces in eV/Å.

***

Entry 2:
Molecular formula: C2H5N3O2S
Method: DFT, wB97M-V/def2-TZVPD

The HOMO energy is -10.0 eV. For the HOMO-LUMO gap, the calculation gives 10.4258 eV. The charge is 0. The calculation puts the LUMO energy at 0.01514 hartree.

Geometry as XYZ:
```
13
Properties=species:S:1:pos:R:3:forces:R:3
C 0.726458 -0.116494 -0.511207 2.72 0.11 0.45
C -0.995904 0.678811 0.965506 1.40 -3.73 -0.96
N 0.085706 -1.205011 -0.693256 -0.90 0.19 0.82
N 0.295663 0.863773 0.393339 1.64 1.24 -0.96
N 1.995523 0.133049 -1.069865 0.43 1.23 0.85
O -2.446346 -1.010563 -0.740212 0.98 0.07 1.03
O -1.393030 -2.062421 1.272471 0.42 1.32 -1.14
S -1.340415 -1.070214 0.205472 -1.60 -0.49 -0.52
H -0.972657 0.419423 2.013194 -0.29 0.70 0.35
H -1.589183 1.404247 0.525775 -2.05 1.08 0.05
H 0.410896 1.783264 -0.043040 0.17 -0.38 0.49
H 2.444865 -0.479288 -1.717932 -0.74 -0.79 -0.31
H 2.778425 0.661423 -0.600246 -2.16 -0.54 -0.15
```
Positions in Å, forces in eV/Å.

***

Entry 3:
Molecular formula: C2H7N2
Method: DFT, wB97M-V/def2-TZVPD

The HOMO energy is -13.8 eV. For the HOMO-LUMO gap, the calculation gives 8.2692 eV. The charge is +1. The calculation puts the LUMO energy at -0.20326 hartree.

Geometry as XYZ:
```
11
Properties=species:S:1:pos:R:3:forces:R:3
C 2.861128 -0.319922 -0.411496 1.23 0.45 -1.36
C 0.702539 0.340264 0.425083 -4.85 2.50 1.03
N 1.762149 0.044930 -0.008153 4.23 -1.74 0.43
N -2.785321 -0.029428 0.086834 0.40 -0.25 0.24
H 3.360671 0.465014 -0.946177 0.53 0.07 -0.69
H 3.306146 -1.308237 -0.402299 -0.23 -0.11 0.85
H -0.070508 0.056636 -0.209028 -2.08 -0.52 -1.13
H 0.355965 1.087565 1.145393 0.96 -0.65 0.84
H -3.051181 0.195697 1.061551 -0.23 -0.18 -1.14
H -3.083310 -0.963892 -0.143734 0.25 -0.76 0.70
H -3.358279 0.431371 -0.597976 -0.22 1.20 0.22
```
Positions in Å, forces in eV/Å.

***

Entry 4:
Molecular formula: C38H47F6N3O7S3Si2Ta
Method: DFT, wB97M-V/def2-TZVPD

The HOMO energy is -10.6 eV. For the HOMO-LUMO gap, the calculation gives 6.8554 eV. The charge is +1. The calculation puts the LUMO energy at -0.13724 hartree.

Geometry as XYZ:
```
107
Properties=species:S:1:pos:R:3:forces:R:3
Ta 0.616465 -0.001310 -0.938500 -1.09 0.06 0.30
C -0.179057 0.230510 3.888194 -0.01 0.02 -0.02
C 0.386521 -0.556054 2.716392 0.04 0.02 -0.03
C -0.527012 -1.717156 2.365303 0.03 -0.01 -0.01
C 1.785072 -1.062564 3.034087 0.01 -0.03 0.03
O 0.428498 0.350133 1.528935 0.06 0.01 0.03
Si 1.137671 1.879653 1.536672 0.05 0.11 -0.02
S 0.856459 2.283003 -0.553878 0.33 0.33 -0.01
O 2.688615 1.706808 1.938109 -0.10 0.01 0.07
C 3.646139 2.561884 2.628231 0.03 -0.03 -0.04
C 4.959836 1.798720 2.586898 0.03 0.02 0.00
C 3.206755 2.766461 4.071972 0.01 -0.02 -0.02
C 3.755539 3.876810 1.873996 0.01 0.01 0.01
O 0.476973 2.991859 2.473298 -0.03 -0.10 0.05
C -0.554987 4.001951 2.578414 0.03 0.02 -0.02
C -0.795302 4.194706 4.067712 -0.01 0.01 -0.02
C -1.808793 3.514597 1.881724 -0.01 -0.03 0.01
C -0.023017 5.272794 1.935636 -0.03 0.00 -0.01
H -0.324533 -0.442801 4.733509 0.00 -0.01 -0.01
H -1.142642 0.671608 3.627559 0.00 0.00 0.00
H 0.496541 1.026518 4.204219 0.00 0.00 0.00
H -0.413598 -2.497005 3.119585 0.03 -0.01 -0.02
H -0.275655 -2.157064 1.399261 -0.01 0.03 -0.01
H -1.574339 -1.426072 2.364430 -0.01 0.02 0.03
H 1.734038 -1.669229 3.939066 0.00 -0.01 0.00
H 2.481509 -0.245153 3.201696 -0.02 -0.01 0.00
H 2.176289 -1.688546 2.236517 0.00 0.00 -0.01
H 4.831590 0.796850 2.997967 0.01 0.01 0.01
H 5.711203 2.321927 3.178774 0.02 0.01 -0.01
H 5.329035 1.708542 1.565632 -0.03 -0.01 0.04
H 3.127550 1.805508 4.584853 -0.01 0.00 -0.01
H 2.249616 3.279497 4.129443 -0.02 0.01 -0.01
H 3.952097 3.364176 4.597640 0.00 0.00 0.00
H 4.059360 3.696654 0.841565 -0.01 0.00 0.00
H 4.501019 4.519984 2.342677 0.01 0.00 0.00
H 2.803251 4.407701 1.874586 -0.03 0.01 0.00
H -1.121878 3.260623 4.526275 0.00 0.00 0.00
H -1.569148 4.946105 4.227449 0.00 0.00 0.00
H 0.115014 4.529363 4.565530 0.01 -0.01 -0.01
H -2.145592 2.576290 2.324367 0.00 0.01 -0.01
H -1.626711 3.354182 0.818170 0.01 0.00 0.01
H -2.607391 4.250201 1.985543 -0.01 0.01 0.00
H 0.871777 5.619873 2.452506 0.01 -0.01 0.00
H -0.774101 6.061542 1.989587 0.00 0.00 0.00
H 0.217032 5.101736 0.884498 0.00 0.00 0.00
C 1.996444 -1.007781 -6.522005 0.01 -0.01 0.00
C 0.889210 -0.172507 -6.507586 -0.01 0.02 0.01
C 0.315680 0.227024 -5.310453 -0.01 -0.05 -0.01
C 0.871322 -0.208562 -4.111877 -0.13 -0.04 0.00
C 1.983684 -1.036390 -4.123645 0.04 0.01 0.01
C 2.541696 -1.442122 -5.322877 0.00 0.00 -0.01
N 0.286194 0.164031 -2.859390 0.34 -0.18 -0.18
N -0.780625 1.039464 -3.000380 0.27 0.11 0.19
C -1.618101 1.029137 -1.988816 -0.26 -0.21 0.03
C -2.669710 2.014021 -1.992932 0.05 0.08 0.03
C -3.526011 2.108386 -0.958490 0.03 -0.05 -0.03
C -3.394364 1.254906 0.190932 -0.01 0.04 -0.01
C -2.447344 0.305998 0.230187 0.03 -0.12 0.01
C -1.544655 0.022898 -0.894994 -0.16 -0.22 0.06
H 2.432220 -1.317175 -7.462174 0.00 0.00 0.00
H 0.459297 0.171354 -7.438755 0.00 0.00 0.00
H -0.551533 0.868099 -5.303120 0.00 0.00 0.02
H 2.442412 -1.361119 -3.203042 -0.02 0.03 -0.02
H 3.404340 -2.094881 -5.315718 0.00 0.00 0.01
H -2.725302 2.669848 -2.851763 0.02 0.01 0.01
H -4.318376 2.845391 -0.981085 0.00 0.00 0.00
H -4.070314 1.385059 1.025714 0.01 -0.01 0.00
H -2.381171 -0.333248 1.095069 -0.01 -0.05 0.01
F 5.152052 1.111129 -0.808739 -0.01 0.05 0.05
C 4.582130 0.137790 -1.489173 -0.07 -0.01 -0.05
F 5.482799 -0.515836 -2.193070 0.01 -0.03 -0.01
F 3.653412 0.645846 -2.297049 0.03 -0.03 0.03
S 3.763273 -1.022638 -0.291389 -0.14 -0.01 -0.01
O 2.464212 -0.379119 0.027465 0.43 0.42 -0.13
O 4.635127 -1.170708 0.811877 0.04 -0.18 -0.02
N 3.492209 -2.278788 -1.182126 -0.02 -0.08 0.11
S 2.126286 -3.050719 -1.242710 0.09 0.08 0.02
O 0.973317 -2.146601 -0.932292 0.13 -0.14 -0.26
O 2.022969 -3.810881 -2.429483 -0.07 -0.07 -0.08
C 2.181928 -4.281844 0.175909 -0.06 0.04 -0.04
F 1.670457 -5.418067 -0.237606 -0.03 -0.03 -0.01
F 3.442299 -4.449225 0.525239 0.08 -0.01 0.03
F 1.491916 -3.822894 1.210485 -0.03 0.04 0.02
C -1.402472 -5.983161 -0.721336 0.03 0.00 0.03
C -1.032152 -5.442408 -1.942734 0.01 0.00 0.00
C -1.257195 -4.097931 -2.202034 -0.04 -0.02 -0.05
C -1.862745 -3.273862 -1.250251 -0.03 0.07 0.14
C -2.216389 -3.835268 -0.019078 0.03 0.04 0.00
C -1.984527 -5.175184 0.247382 0.00 -0.02 -0.01
Si -2.364085 -1.572754 -1.807296 -0.03 0.04 -0.10
C -4.209218 -1.324560 -1.715062 0.06 0.10 -0.10
C -4.828059 -0.736430 -2.820188 0.00 0.02 0.00
C -6.196251 -0.496121 -2.833644 0.00 0.00 0.00
C -6.967754 -0.845067 -1.737246 0.00 0.00 0.00
C -6.371631 -1.438806 -0.630714 -0.01 0.00 -0.01
C -5.007404 -1.673340 -0.621861 0.01 -0.04 -0.01
H -1.233890 -7.033117 -0.519547 0.00 0.00 0.00
H -0.566487 -6.064494 -2.695785 0.00 0.00 0.00
H -0.969685 -3.693066 -3.166519 0.00 0.00 0.01
H -2.692139 -3.230676 0.744076 0.00 0.02 0.02
H -2.273711 -5.595385 1.202070 0.00 0.00 0.00
H -1.959328 -1.401377 -3.216032 0.09 -0.06 0.01
H -4.236781 -0.463600 -3.687837 0.00 0.00 0.00
H -6.657061 -0.043120 -3.701721 0.00 0.00 0.00
H -8.034689 -0.664222 -1.744796 0.00 0.00 0.00
H -6.975247 -1.722327 0.221727 0.01 0.00 0.00
H -4.568165 -2.138812 0.252174 0.01 -0.01 0.01
```
Positions in Å, forces in eV/Å.

***

Entry 5:
Molecular formula: CH4ClNO2S
Method: DFT, wB97M-V/def2-TZVPD

The HOMO energy (spin up / spin down) is -11.1 / -10.0 eV. For the HOMO-LUMO gap (spin up / spin down), the calculation gives 8.2925 / 6.1560 eV. The charge is 0. The calculation puts the LUMO energy (spin up / spin down) at -0.10260 / -0.13990 hartree.

Geometry as XYZ:
```
10
Properties=species:S:1:pos:R:3:forces:R:3
C -0.250892 -0.679387 -0.395799 3.56 0.20 -0.58
N 1.314670 2.696282 0.855001 -0.94 -1.57 3.02
O 1.356033 1.668331 -1.382843 0.25 -0.47 -0.29
O -0.125120 0.524365 0.307209 0.48 1.80 1.41
S 1.216705 1.427975 0.019098 -0.62 -0.51 -0.92
Cl 2.749484 -1.384159 0.045450 -0.04 0.84 0.21
H -0.430893 -1.499391 0.204529 -0.63 -1.31 1.81
H 0.762874 -0.888307 -0.815414 -0.89 -0.17 -0.31
H -0.947857 -0.590214 -1.131981 -1.92 0.43 -2.13
H 1.028348 2.425228 1.881899 0.74 0.77 -2.22
```
Positions in Å, forces in eV/Å.

***

Entry 6:
Molecular formula: C30H22AgF5N6O2Se2Te
Method: DFT, wB97M-V/def2-TZVPD

The HOMO energy is -7.9 eV. For the HOMO-LUMO gap, the calculation gives 7.7447 eV. The charge is 0. The calculation puts the LUMO energy at -0.00529 hartree.

Geometry as XYZ:
```
69
Properties=species:S:1:pos:R:3:forces:R:3
Ag 3.326314 0.529706 -0.247459 -1.19 -0.31 0.25
C -10.755186 -0.736194 0.212241 -0.13 -0.19 0.01
O -9.910386 0.389206 0.173041 0.21 0.23 -0.01
C -8.567386 0.216306 0.154841 0.31 0.08 0.00
C -7.809186 1.392106 0.127941 -0.22 -0.13 0.01
C -6.439086 1.340906 0.113041 0.05 -0.20 -0.01
C -5.767586 0.113206 0.122241 -0.74 -0.19 0.01
C -6.523686 -1.055494 0.146641 0.30 0.38 -0.01
C -7.906186 -1.008694 0.162741 -0.51 -0.05 0.01
C -4.324186 0.130506 0.102341 0.60 0.15 0.00
N -3.610886 1.236206 0.094741 -0.47 0.15 -0.01
C -2.312986 0.849506 0.063441 0.09 -1.43 -0.01
C -2.231686 -0.546594 0.057241 0.17 1.16 0.00
N -3.525986 -0.984594 0.081941 -0.22 0.00 0.01
C -1.001786 -1.245294 0.035541 0.49 -0.05 0.00
C -0.865786 -2.640894 0.053941 0.21 0.18 -0.03
C 0.395614 -3.185494 0.048041 -0.21 0.06 0.02
C 1.500014 -2.331394 0.033541 0.01 0.02 0.02
N 1.394514 -1.020894 0.012241 -0.31 -0.10 0.03
C 0.180314 -0.457194 0.004741 -0.35 -0.66 0.03
C 0.107514 0.990806 -0.027859 -0.33 0.65 -0.01
N 1.261114 1.677006 -0.107659 -0.02 0.13 -0.01
C 1.226214 2.992906 -0.135959 0.06 0.15 0.02
C 0.037114 3.727706 -0.083359 -0.30 -0.12 0.01
C -1.159686 3.055906 -0.009659 0.26 -0.12 0.02
C -1.139186 1.654806 0.014941 0.45 -0.09 -0.02
H -11.766686 -0.333194 0.228741 0.05 -0.13 0.00
H -10.587786 -1.334494 1.113541 0.01 0.02 -0.04
H -10.629586 -1.366394 -0.673959 0.01 0.03 0.04
H -8.331986 2.334006 0.120641 -0.07 0.15 0.00
H -5.846286 2.240106 0.092741 0.01 0.14 0.00
H -6.045386 -2.024194 0.154541 0.04 -0.11 0.00
H -8.460186 -1.933394 0.182041 -0.09 -0.08 0.00
H -3.829586 -1.944494 0.073541 -0.03 0.16 0.01
H -1.744186 -3.270694 0.069541 -0.04 -0.09 0.01
H 0.542914 -4.251994 0.058741 0.02 -0.17 0.01
H 2.506814 -2.729094 0.039441 0.07 0.01 -0.02
H 2.179814 3.501506 -0.200759 0.12 -0.05 -0.01
H 0.072314 4.804606 -0.106359 0.03 0.12 0.00
H -2.114086 3.559506 0.032141 -0.03 0.09 -0.02
Se 5.245314 -2.608994 -0.689859 0.13 -0.05 -0.20
Se 6.317314 -0.769394 0.518041 1.37 -1.43 1.95
C 5.105814 -0.899094 2.048741 -0.33 0.09 0.11
C 5.632114 -1.180794 3.296441 0.15 -0.02 -0.18
C 4.772314 -1.119794 4.379041 -0.09 -0.01 -0.18
C 3.446814 -0.766594 4.162341 0.12 -0.06 0.03
C 3.025314 -0.518794 2.868441 -0.02 -0.06 0.04
N 3.845114 -0.609294 1.826641 0.38 0.06 -0.07
C 4.768314 -1.516894 -2.206859 0.11 -0.24 0.17
C 5.654114 -1.326294 -3.253359 0.01 0.00 -0.05
C 5.270614 -0.478994 -4.278359 -0.24 0.01 0.07
C 4.012114 0.103606 -4.228459 0.06 -0.02 -0.04
C 3.200814 -0.153894 -3.137859 -0.04 -0.12 -0.13
N 3.576814 -0.947194 -2.133759 -0.10 -0.11 -0.36
H 6.685414 -1.392594 3.396541 0.08 0.01 0.14
H 5.132414 -1.320294 5.376041 0.05 -0.02 0.09
H 2.757914 -0.681394 4.987141 -0.10 0.02 0.06
H 2.006214 -0.237094 2.640541 -0.09 0.00 0.02
H 6.615814 -1.812994 -3.250359 0.08 -0.03 0.01
H 5.938414 -0.274394 -5.101259 0.05 0.00 -0.06
H 3.663514 0.743606 -5.022259 0.00 0.14 -0.04
H 2.205614 0.272306 -3.043259 0.11 0.05 -0.08
F 6.872614 0.918306 1.701741 0.04 -0.41 -0.39
Te 5.995814 2.446106 -0.154259 -1.86 2.33 -1.94
F 4.434514 2.408206 -1.312859 0.27 -0.29 0.29
F 6.701614 2.307206 -2.056359 0.22 0.12 1.33
F 5.485414 4.380806 -0.353359 0.79 -1.07 0.35
F 4.434614 2.347906 1.126241 1.05 -0.02 -0.25
O 5.673214 0.350906 -0.493459 -0.48 1.34 -0.99
```
Positions in Å, forces in eV/Å.

***

Molecular weight readings, ordered: 105.2, 135.1, 59.1, 1105.1, 129.6, 986.9 g mol⁻¹
Electronic energy readings, ordered: -8964.842, -21554.649, -5158.305, -125089.139, -30039.945, -200076.790 eV